1.
Molecular formula: C4H4N2OS3
Method: DFT, ωB97M-V with the def2-TZVPD basis set

The geometry in XYZ format:
```
14
Properties=species:S:1:pos:R:3:forces:R:3:lowdin_charge:R:1
C -1.584227 0.948027 -1.987185 -0.5 0.2 0.1 -0.43
C -2.356179 -0.019492 0.033654 0.5 -1.3 -1.3 -0.50
C 1.997737 -0.423569 1.084383 -1.5 -1.8 -0.9 -1.12
C 2.176046 0.974223 1.202394 0.7 0.7 -0.3 -0.39
H -1.927879 1.274481 -2.953432 0.1 0.1 -0.4 0.08
H -0.596015 1.349112 -1.727489 -0.2 0.0 0.0 0.09
H -2.623382 -0.315081 1.003939 -0.3 -0.1 1.2 0.06
H 1.676773 -2.187482 -0.409852 -0.3 -0.6 0.2 -0.14
N -1.769570 -0.905047 -0.693693 -0.3 0.1 1.7 -0.02
N 2.342960 2.112164 1.189772 -0.1 0.0 0.2 0.19
O -1.575663 -0.466895 -1.964659 0.2 0.6 -0.9 -0.19
S -2.847552 1.440914 -0.739674 0.5 0.4 -0.4 0.92
S 2.267109 -1.033697 -0.641917 0.3 1.3 1.6 0.75
S 1.246805 -1.264144 2.277345 0.8 0.5 -0.8 0.71
```
Forces are in eV/Å.

Summary:
SMILES	N#CC(=S)S.C1=NOCS1

=====

2.
Molecular formula: C33H28Br9N5O10
Method: DFT, ωB97M-V with the def2-TZVPD basis set

The geometry in XYZ format:
```
85
Properties=species:S:1:pos:R:3:forces:R:3:lowdin_charge:R:1
C 2.848920 3.136941 -1.551984 -0.8 0.7 -0.9 -1.43
Br 2.563640 5.085081 -2.028344 0.1 -1.2 0.9 0.51
Br 1.627900 2.138411 -2.766594 0.7 0.2 0.8 0.56
Br 2.595370 2.558461 0.317526 0.2 0.9 -1.4 0.70
H 3.865620 3.013441 -1.925034 -0.2 -0.5 0.6 -0.03
C 4.982850 2.206021 3.050886 1.3 0.1 0.2 -1.49
Br 4.335860 3.295921 4.545836 0.3 -0.5 -1.1 0.57
Br 5.506640 0.428741 3.736546 -0.2 0.8 -0.4 0.56
Br 6.562340 3.079441 2.078186 -1.4 -0.7 0.9 0.48
H 4.254390 2.054411 2.254356 0.0 0.2 0.6 -0.14
C -5.369400 -0.748369 3.446106 0.3 0.2 -0.3 -1.51
Br -4.260360 -2.153089 4.244046 -0.3 0.5 -0.5 0.55
Br -5.787580 -1.057499 1.540506 0.2 0.0 1.0 0.56
Br -4.534060 1.023631 3.648996 -0.6 -0.8 0.0 0.62
H -6.296610 -0.765179 4.018906 0.2 0.2 -0.3 -0.03
C -2.659390 0.597181 6.923616 0.6 1.5 -0.1 -0.06
C -3.594670 0.421071 7.906706 0.1 -0.8 -0.4 -0.09
C -4.427780 1.438221 8.299676 -0.8 0.5 0.6 -0.02
C -4.234570 2.735051 7.857256 0.4 -0.8 -1.1 -0.12
C -3.278850 2.951861 6.809806 -2.1 0.7 1.8 -0.01
C -2.527620 1.901821 6.372546 0.7 -0.8 0.0 -0.11
N -5.042390 3.816471 8.455076 0.1 2.7 1.0 -0.30
O -5.978190 3.528711 9.219756 1.6 0.3 -1.7 0.06
O -4.648580 5.016741 8.260106 -1.1 -3.4 0.2 0.03
H -2.003060 -0.214289 6.645836 0.0 0.1 -0.3 0.11
H -3.735470 -0.539569 8.379716 0.0 -0.2 -0.1 0.11
H -5.253190 1.112651 8.915386 0.0 0.7 0.5 0.12
H -3.285580 3.946911 6.390016 0.6 0.0 -0.1 0.12
H -1.759260 2.147911 5.654596 0.0 -0.4 -0.3 0.09
C -0.823090 -0.837259 -0.175834 -0.2 1.5 0.9 -0.02
C -1.804700 -0.575429 0.859976 2.6 -0.3 -0.4 -0.04
C -1.352290 -0.024139 2.055386 1.1 -0.7 -0.6 0.00
C 0.070950 0.179961 2.214006 -1.3 0.3 0.8 -0.11
C 0.984500 -0.132889 1.258476 0.5 -0.1 -0.2 -0.12
C 0.553030 -0.593039 0.029626 -2.1 0.1 -0.6 -0.07
N 0.619130 0.803521 3.478356 0.9 -0.9 -1.8 -0.32
O 1.836010 1.086191 3.537306 -2.2 -0.3 0.2 0.00
O -0.209480 0.921901 4.334426 0.2 0.7 1.3 0.08
H -1.166530 -0.940599 -1.194544 -0.1 -0.7 0.0 0.08
H -2.847180 -0.839799 0.761266 0.0 0.2 -0.3 0.06
H -2.140840 0.111691 2.780736 0.7 0.5 0.5 0.02
H 2.038320 0.023251 1.435906 -0.1 0.1 0.1 0.06
H 1.200640 -0.550289 -0.833604 0.2 -0.5 0.0 0.08
C -3.891750 -0.382389 -6.810094 0.7 -1.7 -1.1 -0.10
C -3.499940 -1.357329 -5.892124 -0.6 0.1 1.9 -0.07
C -3.576490 -1.129689 -4.508334 -0.9 2.0 -0.6 0.01
C -4.014550 0.174591 -4.101544 0.1 -0.1 -1.5 -0.10
C -4.211530 1.205331 -5.095304 -0.8 -1.1 0.4 0.02
C -4.247420 0.893151 -6.483304 1.1 0.2 2.5 -0.07
N -4.289530 0.398051 -2.645504 0.4 0.9 1.8 -0.28
O -3.572500 -0.279019 -1.853394 -2.1 1.6 -1.8 0.03
O -5.149220 1.254361 -2.279094 2.4 -2.5 -1.3 0.06
H -3.842150 -0.671549 -7.849484 -0.1 0.0 -0.2 0.10
H -3.243530 -2.391269 -6.069944 0.1 0.1 -1.0 0.11
H -3.388170 -1.960199 -3.844114 0.0 0.3 0.3 0.11
H -4.453870 2.228361 -4.848154 0.0 -0.1 0.6 0.11
H -4.373580 1.650031 -7.243324 -0.3 0.1 0.2 0.11
C 4.119630 -0.735899 -6.672814 0.2 1.6 0.7 -0.05
C 3.310400 -1.689849 -7.277164 1.4 1.2 0.3 -0.09
C 2.218540 -2.120259 -6.605174 -3.5 -0.7 1.6 -0.02
C 1.886920 -1.692249 -5.287724 3.1 1.6 -0.4 -0.09
C 2.856140 -0.826559 -4.697674 -1.3 0.2 1.2 -0.05
C 3.843440 -0.176219 -5.383484 0.6 -2.3 -2.5 -0.05
N 0.679300 -2.001629 -4.488984 2.4 0.6 0.6 -0.36
O -0.066620 -2.786719 -4.966694 -1.9 -1.3 -0.8 0.10
O 0.579150 -1.497139 -3.375884 -0.1 0.0 -0.7 0.05
H 4.954820 -0.330029 -7.224294 0.1 0.0 -0.1 0.10
H 3.544850 -1.980379 -8.290584 -0.2 -0.3 0.1 0.11
H 1.485090 -2.734109 -7.106804 0.0 -0.3 -0.1 0.11
H 2.895000 -0.573919 -3.648364 -1.0 -0.1 0.2 0.08
H 4.475430 0.565121 -4.917214 0.0 -0.1 0.0 0.11
C 3.188810 -3.574959 0.696226 1.8 2.1 0.7 -0.02
C 3.577640 -2.358249 1.353196 -0.9 -1.5 -1.1 -0.06
C 4.377980 -1.437069 0.693336 -0.4 0.2 -0.3 -0.04
C 4.826300 -1.679409 -0.611194 0.4 0.9 1.9 -0.10
C 4.601030 -2.933369 -1.161424 1.6 1.5 -1.5 -0.04
C 3.781590 -3.805719 -0.548234 -1.8 -1.9 1.6 -0.09
N 5.729340 -0.590569 -1.198894 0.4 -0.3 1.2 -0.33
O 6.193470 0.298331 -0.479104 -1.1 -1.2 -0.3 0.04
O 5.997580 -0.695889 -2.364424 -0.1 -0.2 -1.0 0.08
H 2.679730 -4.341969 1.260966 -0.4 0.0 -0.3 0.11
H 3.193700 -2.130939 2.336716 0.1 0.0 0.1 0.10
H 4.626440 -0.529519 1.223456 0.2 0.1 -0.3 0.05
H 5.166980 -3.274809 -2.015534 -0.2 0.3 -0.4 0.12
H 3.606120 -4.788609 -0.959994 0.2 0.0 -0.4 0.11
```
Forces are in eV/Å.

=====

3.
Molecular formula: C41H42Cl2N8
Method: DFT, ωB97M-V with the def2-TZVPD basis set

The geometry in XYZ format:
```
93
Properties=species:S:1:pos:R:3:forces:R:3:lowdin_charge:R:1
C 10.534762 13.939658 8.083497 0.0 1.1 0.0 -1.07
Cl 11.772125 12.914440 8.685523 0.8 -1.0 0.4 0.56
Cl 10.930840 14.513946 6.461326 0.1 0.3 -0.4 0.50
H 9.611791 13.421234 7.977737 -0.6 -0.4 0.2 0.01
H 10.496651 14.787775 8.765754 -0.2 0.0 -0.3 0.00
N 10.187176 12.690720 11.830284 -0.5 -1.2 0.9 0.06
C 11.287165 11.958960 12.127812 -0.6 -0.1 -0.7 -0.16
C 11.364217 10.569873 12.158424 0.2 0.3 0.3 -0.07
C 10.207535 9.838615 11.969809 0.1 0.4 -0.5 -0.08
C 9.038069 10.541308 11.728399 -0.3 1.0 -0.3 -0.07
C 9.059202 11.964647 11.707478 0.6 -1.3 -0.3 -0.15
H 12.185782 12.504139 12.267077 0.5 0.6 0.1 0.05
H 12.326583 10.053589 12.274294 -0.4 0.4 0.1 0.08
H 10.317909 8.770948 11.921479 -0.5 -0.4 0.0 0.10
H 8.106286 10.071121 11.409663 0.2 -0.1 0.5 0.10
H 8.094561 12.440444 11.523022 0.5 0.4 0.0 0.10
N 17.549408 12.188210 18.984674 -1.0 0.1 -0.4 0.05
C 16.355584 11.637182 18.772662 -0.3 1.1 -0.9 -0.13
C 15.280053 12.304824 18.053791 1.9 -0.6 1.4 -0.08
C 15.482873 13.596122 17.659279 1.8 1.5 -0.5 -0.09
C 16.793227 14.182900 17.869526 -1.4 -0.3 -0.1 -0.07
C 17.752149 13.447212 18.509184 0.1 -1.1 0.8 -0.17
H 16.247259 10.629735 19.173919 -0.2 0.2 -0.2 0.10
H 14.358900 11.802400 17.906115 -0.7 -0.4 -0.1 0.08
H 14.756537 14.222557 17.123775 0.1 -0.6 0.3 0.10
H 17.017820 15.213578 17.587509 -0.2 -0.3 -0.1 0.10
H 18.742404 13.790036 18.783331 0.0 0.5 -0.4 0.10
N 12.414234 16.125069 9.498201 -0.2 0.3 -0.1 0.04
C 13.565298 16.090362 8.834211 0.4 -0.1 0.5 -0.18
C 14.618313 16.961301 9.097742 0.0 0.8 0.1 -0.06
C 14.431839 18.078435 9.942136 -0.7 -1.2 -0.1 -0.05
C 13.201560 18.118085 10.581856 -0.4 -0.6 -0.1 -0.07
C 12.258451 17.107046 10.386512 0.1 0.0 -0.7 -0.14
H 13.684550 15.277079 8.120495 0.0 0.1 0.1 0.09
H 15.558588 16.754635 8.627510 0.4 0.2 -0.3 0.09
H 15.160153 18.859366 10.148545 0.1 -0.4 -0.3 0.11
H 12.913501 18.889289 11.248765 0.1 0.8 0.6 0.08
H 11.296563 17.092215 10.887184 0.1 0.2 0.2 0.11
N 20.104455 10.443449 14.907142 -0.1 -1.2 0.4 0.05
C 20.644082 11.550531 14.444712 -0.9 -0.1 -0.1 -0.17
C 19.927315 12.702577 14.235778 -1.3 0.2 0.9 -0.06
C 18.591506 12.688955 14.723826 0.2 0.6 -0.8 -0.07
C 18.027402 11.526772 15.241722 0.0 1.1 -0.1 -0.08
C 18.831842 10.401396 15.272666 -0.1 -0.5 0.3 -0.16
H 21.659413 11.436971 14.210707 1.4 0.3 -0.5 0.09
H 20.427756 13.545418 13.783140 -0.3 0.3 0.1 0.10
H 17.901901 13.554890 14.663703 0.8 -0.4 -0.1 0.11
H 17.000633 11.661995 15.592485 0.3 -0.8 0.0 0.08
H 18.497489 9.415316 15.615820 -0.1 0.5 -0.1 0.11
N 14.437114 8.907935 13.060433 -0.5 0.9 1.4 0.07
C 14.010723 9.157104 14.306080 -0.5 -0.4 0.0 -0.15
C 14.625759 8.611136 15.437339 -1.6 1.5 -0.1 -0.08
C 15.768002 7.899273 15.278857 1.1 -1.1 2.1 -0.11
C 16.299282 7.729827 14.025279 0.8 -1.0 1.3 -0.08
C 15.580089 8.250302 13.001092 0.5 -0.2 -3.1 -0.17
H 13.091648 9.749429 14.421252 0.4 -0.2 -0.1 0.10
H 14.142997 8.809611 16.391991 0.3 -0.2 0.0 0.10
H 16.246152 7.449324 16.187123 -0.3 0.4 -1.0 0.13
H 17.205273 7.115040 13.955443 -0.4 0.5 -0.6 0.12
H 15.922365 8.134950 11.968769 0.1 -0.2 0.3 0.10
N 12.687928 19.306023 14.530752 0.4 -0.2 -0.7 0.06
C 13.271447 18.207566 15.038380 1.3 0.7 -0.5 -0.14
C 14.649630 17.960817 14.900774 -0.6 0.7 -0.1 -0.07
C 15.444019 18.876888 14.194266 2.0 -2.3 1.2 -0.10
C 14.852027 19.956372 13.679085 -1.0 1.8 -1.1 -0.12
C 13.480545 20.118826 13.820595 -0.4 -0.1 0.6 -0.17
H 12.637155 17.505384 15.543806 -0.2 -0.2 0.3 0.10
H 15.082544 17.114587 15.381804 0.2 -0.6 0.1 0.08
H 16.556748 18.720733 14.066612 -1.4 0.1 0.3 0.13
H 15.395530 20.721111 13.144066 0.1 0.0 -0.1 0.10
H 13.024292 20.970737 13.337697 -0.3 0.1 0.1 0.10
N 18.599179 7.864909 11.148652 0.9 1.0 2.0 0.07
C 18.895705 8.877597 11.990999 -0.3 0.4 -0.3 -0.13
C 18.438191 10.200657 11.818244 1.9 -0.9 2.0 -0.07
C 17.642502 10.498189 10.768083 -1.3 1.0 -0.4 -0.09
C 17.285311 9.467634 9.923478 0.4 0.3 0.0 -0.07
C 17.817034 8.212387 10.167706 -1.2 -0.8 -2.2 -0.21
H 19.498086 8.676159 12.866701 0.2 -0.3 -0.1 0.09
H 18.804559 10.937963 12.553518 -0.5 -0.3 -0.6 0.08
H 17.217678 11.508882 10.689486 0.3 -0.4 -0.3 0.11
H 16.677834 9.677546 9.066992 -0.3 -0.2 -0.3 0.10
H 17.561362 7.396305 9.476953 0.0 0.3 0.2 0.11
N 14.198165 14.238176 14.387216 -0.2 -0.1 -0.6 0.08
C 14.687594 13.002533 14.258289 0.2 -0.3 0.5 -0.17
C 14.868904 12.340555 13.064685 0.2 0.7 -0.7 -0.08
C 14.512395 13.011549 11.899873 0.5 -0.4 -0.5 -0.09
C 13.992130 14.298353 11.966842 0.1 -0.5 0.5 -0.05
C 13.848902 14.849039 13.240840 -0.2 -0.2 0.0 -0.13
H 14.968711 12.448884 15.153330 -0.1 0.4 0.2 0.08
H 15.376400 11.389394 13.026885 -0.2 -0.2 0.0 0.08
H 14.674853 12.491616 10.947839 -0.2 0.4 0.2 0.11
H 13.665611 14.823204 11.078008 0.0 0.0 0.2 0.07
H 13.361260 15.808859 13.336943 0.2 0.2 0.1 0.09
```
Forces are in eV/Å.

Summary:
SMILES	c1ccncc1.c1ccncc1.c1ccncc1.c1ccncc1.c1ccncc1.c1ccncc1.c1ccncc1.c1ccncc1.ClCCl

=====

4.
Molecular formula: C8H13NO3
Method: DFT, ωB97M-V with the def2-TZVPD basis set

The geometry in XYZ format:
```
25
Properties=species:S:1:pos:R:3:forces:R:3:lowdin_charge:R:1
C 0.142502 2.973665 -1.328768 0.2 0.3 -0.2 -0.48
C 0.640507 1.741067 -0.771221 3.1 -1.8 2.4 -0.01
C 1.137480 0.700550 -0.337462 0.4 5.3 -0.7 0.16
C -0.940307 -0.043311 -1.416190 -1.8 -2.4 -1.9 -0.16
C -0.905642 -1.399191 -0.712925 0.1 -0.5 -0.4 -0.21
C -0.114567 -1.368138 0.562548 -0.3 -0.7 0.5 -0.18
C 0.958956 -2.116117 0.818510 -0.6 -0.3 0.3 -0.13
C 1.745618 -2.060906 2.100863 0.2 -0.3 -0.2 -0.28
H -2.000085 2.502922 0.530097 -0.1 0.1 0.4 0.12
H -1.565039 4.033808 -1.472231 0.1 -0.1 0.1 0.16
H 1.547217 -0.199680 0.021285 0.3 0.0 0.0 0.05
H -1.555727 -0.078819 -2.313246 -0.7 -0.4 -0.1 0.09
H 0.009934 0.217323 -1.813886 -0.3 -0.5 -0.5 0.04
H -1.377411 0.677438 -0.773555 0.1 0.2 0.1 0.03
H -1.937758 -1.708128 -0.490032 0.2 0.1 0.0 0.11
H -0.486565 -2.167855 -1.386653 -0.1 0.2 0.3 0.11
H -0.438495 -0.631334 1.312881 0.1 -0.3 -0.2 0.13
H 1.311699 -2.827719 0.070562 0.0 0.1 0.1 0.12
H 1.946646 -3.089938 2.454476 -0.1 0.3 -0.1 0.12
H 2.727172 -1.612999 1.912231 0.0 0.0 0.0 0.12
H 0.283504 -1.681012 3.290094 0.1 0.1 0.1 0.09
N -1.096952 3.372510 -0.858429 0.1 0.5 -0.5 0.02
O -1.961357 2.379469 -0.419854 -0.4 0.6 0.2 -0.05
O 0.783642 3.668232 -2.091793 -0.3 -0.2 0.2 0.09
O 1.145025 -1.281840 3.112698 -0.2 -0.1 0.0 -0.07
```
Forces are in eV/Å.

Summary:
SMILES	C#CC(=O)NO.CC/C=C/CO

=====

E_HOMO / eV: -9.0; -9.7; -9.4; -9.0
Relative energy (zero: lowest compared OMol25 entry of this formula, charge and spin) / kcal/mol: 81.2; 82.6; 21.1; 162.6
Lowest unoccupied orbital energy / eV: -1.767; -0.941; 0.370; 0.483